Record 1
Molecular formula: C11H21P
Method: DFT, ωB97M-V with the def2-TZVPD basis set

Structure (XYZ):
```
33
Properties=species:S:1:pos:R:3:lowdin_charge:R:1
P -1.207 -0.463 -1.747 0.78
C -2.990 1.755 0.568 -0.06
C -0.444 1.597 0.167 -0.45
C 1.329 -1.155 -0.371 -0.12
C -0.700 0.157 -0.119 -0.42
C 2.478 -2.835 0.960 -0.07
C -1.702 2.423 0.102 -0.39
C 1.175 -2.527 0.226 -0.44
C 2.197 -0.426 -1.045 0.01
C -1.641 3.638 -0.386 0.03
C 0.800 -3.556 -0.817 -0.07
C 0.262 1.800 1.550 -0.04
H 2.426 -1.978 1.743 0.11
H 0.196 2.061 -0.622 0.13
H 0.816 2.787 1.568 0.10
H -0.289 0.285 -2.625 -0.07
H 0.920 1.082 1.807 0.01
H -2.050 0.579 -2.159 -0.14
H -0.744 4.242 -0.645 0.08
H 3.376 -2.726 0.429 0.06
H 0.053 -3.079 -1.393 0.02
H -1.006 -0.326 0.835 0.08
H -3.798 2.577 0.354 0.11
H -3.360 0.998 -0.178 0.07
H 2.406 -3.694 1.558 0.06
H 2.127 0.564 -1.205 0.01
H 0.289 -2.295 0.956 0.16
H -0.592 1.896 2.340 0.11
H -2.532 4.283 -0.547 0.07
H -3.108 1.463 1.557 0.05
H 0.454 -4.427 -0.415 0.05
H 1.627 -3.831 -1.493 0.10
H 3.230 -0.872 -0.953 0.09
```

The calculation puts the molecular weight at 184.3 g mol⁻¹. As for the highest occupied orbital energy (alpha / beta): -7.99 / -7.99 eV.

Record 2
Molecular formula: C11H22BF3GaO6P
Method: DFT, ωB97M-V with the def2-TZVPD basis set

Structure (XYZ):
```
45
Properties=species:S:1:pos:R:3:lowdin_charge:R:1
Ga 1.700 2.422 -0.747 0.34
P -0.464 3.386 -0.535 0.74
F -1.915 -2.800 -2.139 0.16
F -0.212 -2.805 -0.816 0.16
F -1.982 -1.680 -0.306 0.18
O 2.714 5.119 -1.035 -0.22
O 1.805 -1.348 0.391 -0.14
O 4.029 3.895 0.271 -0.19
O -2.970 -4.769 -0.549 0.15
O 2.409 2.423 -3.772 -0.03
O -1.563 -4.155 1.091 0.04
C 2.057 0.004 -2.939 -0.11
C -1.496 4.798 1.782 -0.22
C -1.759 2.105 -0.046 -0.44
C -2.122 -4.040 -0.112 -0.38
C 1.956 1.108 0.820 -0.26
C 1.042 -0.174 0.752 -0.36
C -1.451 -6.564 1.438 -0.07
C 3.015 4.017 -0.452 -0.80
C -2.028 -5.241 1.902 -0.20
C -1.553 -2.826 -0.849 -0.53
C -0.236 4.656 0.873 -0.50
B 2.083 1.607 -2.636 -0.49
H -1.780 -6.808 0.428 0.07
H 0.021 5.598 0.357 0.05
H -0.361 -6.516 1.416 0.08
H -1.403 1.300 0.636 -0.01
H -2.220 1.606 -0.927 0.01
H 3.015 0.773 0.901 0.04
H -1.915 3.827 2.106 0.04
H -1.185 5.335 2.706 0.05
H -2.253 5.375 1.209 0.05
H -2.607 2.628 0.459 -0.01
H 0.665 4.345 1.447 0.05
H 1.016 -0.332 -2.730 0.04
H -1.759 -7.372 2.103 0.08
H -1.692 -5.032 2.917 0.12
H 3.365 2.344 -3.913 0.07
H 2.272 -0.164 -4.025 0.03
H 0.517 -0.281 1.729 0.09
H -3.120 -5.259 1.921 0.12
H 0.330 0.009 -0.085 0.06
H 2.810 -0.547 -2.336 0.05
H 1.476 -1.631 -0.477 0.03
H 1.749 1.662 1.768 0.03
```

As for the total charge: -2. The calculation puts the molecular weight at 418.8 g mol⁻¹. As for the highest occupied orbital energy: 0.92 eV.

Record 3
Molecular formula: C11H22Cl3GaO4P2
Method: DFT, ωB97M-V with the def2-TZVPD basis set

Structure (XYZ):
```
43
Properties=species:S:1:pos:R:3:lowdin_charge:R:1
Ga 0.063 -0.078 -0.084 0.25
Cl -1.307 -3.004 2.452 0.71
Cl 1.918 1.131 -1.642 0.71
Cl -3.332 -2.304 0.375 0.71
P -1.693 0.489 -1.564 0.81
P 1.463 -0.589 1.725 0.81
O 1.160 2.950 0.198 0.06
O -0.498 -4.185 -0.871 0.12
O -0.156 -2.019 -0.491 -0.17
O -2.214 0.082 2.202 0.18
C 1.859 2.793 -0.775 -0.67
C 2.194 -2.242 1.634 -0.19
C 0.861 -0.452 3.439 -0.20
C -3.298 0.958 -0.845 -0.21
C 2.721 3.778 -1.474 -0.03
C -1.908 -3.290 0.793 -0.90
C -0.766 -3.155 -0.276 -0.67
C 2.797 0.608 1.589 -0.25
C -1.120 1.904 -2.515 -0.25
C -1.426 -0.110 1.378 -0.15
C -2.093 -0.850 -2.725 -0.19
H -2.218 -4.338 0.742 0.08
H 3.073 -2.274 2.292 0.08
H 2.560 4.796 -1.090 0.12
H -3.994 1.187 -1.675 0.09
H -0.847 2.708 -1.822 0.06
H -1.894 2.212 -3.228 0.08
H -2.672 -0.429 -3.560 0.08
H -3.166 1.840 -0.196 0.08
H 2.538 3.752 -2.560 0.11
H -0.013 -1.106 3.586 0.01
H -1.166 -1.291 -3.111 0.08
H 3.604 0.343 2.284 0.08
H 2.494 -2.452 0.602 0.08
H 0.560 0.590 3.636 0.08
H -3.704 0.131 -0.237 0.00
H 3.777 3.500 -1.310 0.12
H 2.408 1.615 1.780 0.06
H 3.171 0.592 0.559 0.02
H -0.208 1.609 -3.043 0.02
H 1.466 -3.002 1.942 0.04
H -2.672 -1.639 -2.226 0.04
H 1.678 -0.763 4.116 0.09
```

As for the total charge: +2. The calculation puts the molecular weight at 456.3 g mol⁻¹. As for the highest occupied orbital energy: -15.73 eV.

Record 4
Molecular formula: C11H22I2NO3P2Rh
Method: DFT, ωB97M-V with the def2-TZVPD basis set

Structure (XYZ):
```
42
Properties=species:S:1:pos:R:3:lowdin_charge:R:1
I 3.510 -2.073 -0.267 0.50
I 2.498 0.856 0.255 0.62
Rh -0.222 1.252 -0.191 0.64
P 2.014 -0.981 2.505 0.59
P 0.617 0.456 -2.317 0.66
O -0.646 2.723 2.402 0.17
O -2.886 2.837 -0.645 0.07
O -1.899 -1.662 -0.387 0.04
N -2.112 0.665 -0.452 -0.03
C 2.231 0.598 -3.189 -0.29
C -3.088 1.632 -0.608 -0.47
C 1.169 0.088 3.725 -0.26
C -2.574 -0.652 -0.494 -0.48
C -0.136 1.961 -3.036 -0.22
C -0.504 2.189 1.381 -0.22
C 3.666 -0.870 3.272 -0.27
C -4.417 0.880 -0.737 -0.06
C -0.175 -1.023 -3.000 -0.21
C 1.402 -2.597 3.095 -0.23
C -4.061 -0.595 -0.782 -0.07
H 0.090 0.034 3.560 0.05
H 3.567 -1.303 4.270 0.07
H -4.618 -1.198 -0.059 0.14
H 1.651 -2.685 4.164 0.08
H -5.070 1.057 0.125 0.14
H 1.426 -0.291 4.719 0.08
H -4.276 -1.014 -1.772 0.14
H -0.487 2.593 -2.205 0.02
H 2.751 1.504 -2.846 0.04
H -1.060 -1.289 -2.406 0.02
H 3.947 0.188 3.328 0.06
H 1.868 -3.393 2.500 0.05
H 1.975 0.703 -4.251 0.08
H -4.967 1.187 -1.633 0.14
H -0.982 1.657 -3.662 0.08
H 1.514 1.116 3.601 0.05
H -0.459 -0.835 -4.045 0.08
H 2.853 -0.287 -3.020 0.02
H 0.646 2.461 -3.617 0.06
H 0.309 -2.631 2.978 0.07
H 0.560 -1.837 -2.917 0.06
H 4.377 -1.422 2.657 0.02
```

As for the total charge: +2. The calculation puts the molecular weight at 635.0 g mol⁻¹. Its expectation value of S² is 6.020. As for the highest occupied orbital energy (alpha / beta): -15.38 / -15.16 eV. The spin multiplicity is 5.

Record 5
Molecular formula: C11H22N2O2Si
Method: DFT, ωB97M-V with the def2-TZVPD basis set

Structure (XYZ):
```
38
Properties=species:S:1:pos:R:3:lowdin_charge:R:1
Si -0.741 -0.481 -0.448 0.59
O -0.971 -2.362 1.795 0.01
O -0.911 3.438 -0.423 0.06
N 0.283 -0.643 1.005 -0.07
N -0.777 1.244 -0.947 -0.07
C -0.371 1.537 -2.306 -0.26
C -2.510 -0.875 0.092 -0.14
C 0.992 2.240 -2.409 -0.07
C 1.409 0.277 1.247 -0.25
C -1.619 1.997 1.291 -0.02
C -0.742 -2.618 -2.109 -0.04
C -0.011 -1.634 -1.664 -0.20
C -1.060 2.292 -0.060 -0.53
C 1.098 -2.190 2.804 0.01
C 2.726 -0.080 0.596 -0.07
C 0.071 -1.739 1.830 -0.53
H 1.015 -3.273 2.845 0.10
H 2.094 -1.912 2.536 0.05
H 1.513 0.387 2.317 0.12
H 0.912 -1.804 3.799 0.10
H -1.215 2.672 2.048 0.09
H 1.167 2.667 -3.405 0.08
H -0.382 0.626 -2.908 0.09
H 1.038 3.064 -1.680 0.07
H 1.852 1.590 -2.141 0.06
H 3.496 0.656 0.861 0.09
H 2.642 -0.131 -0.497 0.06
H -3.009 -0.090 0.696 0.03
H -2.532 -1.837 0.668 0.04
H 3.086 -1.039 0.938 0.06
H -2.700 2.187 1.312 0.10
H -3.158 -1.040 -0.760 0.02
H 0.864 -1.338 -2.205 0.06
H -0.438 -3.321 -2.888 0.07
H -1.384 1.016 1.690 0.05
H -1.131 2.153 -2.762 0.11
H -1.675 -2.894 -1.677 0.05
H 1.080 1.256 0.917 0.09
```

The calculation puts the molecular weight at 242.4 g mol⁻¹. As for the highest occupied orbital energy: -9.35 eV.

Record 6
Molecular formula: C11H22N2O3
Method: DFT, ωB97M-V with the def2-TZVPD basis set

Structure (XYZ):
```
38
Properties=species:S:1:pos:R:3:lowdin_charge:R:1
O 3.135 2.577 0.765 0.10
O -1.129 1.210 -0.409 0.05
O 3.246 0.702 -0.528 0.09
N 0.667 -0.065 0.011 0.11
N -0.841 -0.632 -1.709 0.11
C 2.012 -1.161 2.230 -0.05
C -2.301 0.585 -3.334 -0.04
C -3.318 -0.766 -1.464 -0.04
C 2.672 1.378 0.315 -0.43
C -2.082 -0.637 -2.432 -0.58
C 2.418 1.076 3.287 -0.06
C 1.474 0.264 2.389 -0.55
C -0.448 0.253 -0.748 -0.53
C 0.100 0.199 3.087 -0.05
C 1.329 0.915 0.951 -0.13
C -2.073 -1.935 -3.303 -0.05
H 3.427 1.154 2.918 0.07
H -1.437 0.660 -3.976 0.07
H -2.955 -2.010 -3.967 0.09
H 3.930 2.860 0.279 0.14
H -1.191 -1.909 -3.949 0.08
H -2.407 1.516 -2.762 0.08
H 0.218 -0.369 4.051 0.10
H 1.315 -0.650 -0.509 0.13
H -3.241 -1.578 -0.738 0.08
H -0.173 -1.357 -1.927 0.14
H -3.512 0.130 -0.874 0.07
H 2.461 0.564 4.254 0.08
H 2.324 -1.506 3.200 0.08
H 2.842 -1.133 1.549 0.07
H -0.641 -0.317 2.476 0.08
H 1.191 -1.809 1.817 0.10
H 0.745 1.819 1.008 0.14
H -4.237 -0.929 -2.054 0.08
H -0.346 1.203 3.325 0.10
H -3.191 0.393 -3.982 0.09
H 2.049 2.146 3.427 0.11
H -2.032 -2.841 -2.673 0.09
```

The calculation puts the molecular weight at 230.3 g mol⁻¹. As for the highest occupied orbital energy: -9.42 eV.